1.
The following is a quantum chemistry calculation of C5H10O2 in the gas phase, from the OMol25 dataset.

As for the LUMO energy: 1.0 eV. As for the HOMO energy: -9.60 eV. As for the charge: 0. As for the energy relative to the best compared isomer or geometry (same formula, charge and spin): 159.3 kJ/mol.

Last column: Mulliken charge in e.
Cartesian coordinates (Å):
C  2.5444  -0.6708  -0.0896  -1.2096
C  1.0684  -0.9357  0.1295  -0.1887
O  0.3636  0.2593  -0.1587  -0.3629
C  -0.9928  0.2372  0.2223  0.4266
C  -1.4292  1.6806  0.4542  -1.3264
C  -1.8476  -0.3739  -0.8805  -0.1099
O  -2.8137  -1.0690  -0.6839  -0.4707
H  2.8673  0.1708  0.5311  0.2929
H  3.1358  -1.5515  0.1805  0.3843
H  2.7445  -0.4229  -1.1362  0.3000
H  0.7180  -1.7658  -0.5056  0.2769
H  0.8845  -1.2249  1.1764  0.3172
H  -1.1401  -0.3637  1.1329  0.2850
H  -2.4191  1.7195  0.9179  0.3852
H  -0.7023  2.1679  1.1088  0.3355
H  -1.4596  2.2318  -0.4921  0.3121
H  -1.5221  -0.0889  -1.9071  0.3526

2.
The following is a quantum chemistry calculation of C2H3Cl2F in the gas phase, from the OMol25 dataset.

As for the LUMO energy: 0.8 eV. As for the HOMO energy: -11.27 eV. As for the charge: 0. As for the energy relative to the best compared isomer or geometry (same formula, charge and spin): 68.2 kJ/mol.

Last column: Mulliken charge in e.
Cartesian coordinates (Å):
C  0.1454  0.7627  -0.3148  -0.5227
C  -0.0794  -0.6105  0.1956  0.0723
H  -0.7510  1.2883  -0.2518  0.3660
H  0.2421  0.7221  -1.3874  0.3510
H  0.6999  -1.3334  0.0790  0.3259
F  -0.4328  -0.5974  1.5045  -0.2370
Cl  1.6339  1.1526  0.6905  -0.1724
Cl  -1.4581  -1.3844  -0.5155  -0.1831

3.
The following is a quantum chemistry calculation of a molecular structure, C13H25CrN4O2P2, from the OMol25 dataset.

As for the spin multiplicity: 4. The expectation value of S² is 3.8069. As for the LUMO energy (spin up / spin down): 0.0 / 0.2 eV. As for the HOMO energy (spin up / spin down): -7.93 / -7.95 eV. As for the charge: 0. As for the energy relative to the best compared isomer or geometry (same formula, charge and spin): 173.1 kJ/mol.

Last column: Mulliken spin population.
Cartesian coordinates (Å):
C  0.9933  -1.2304  -4.0623  -0.0044
C  1.0195  -0.8559  -2.7097  -0.0105
N  -0.1409  -0.8645  -1.9787  -0.0452
C  -1.3333  -1.0705  -2.5766  0.0087
C  -1.4145  -1.3868  -3.9290  -0.0004
C  -0.2390  -1.4687  -4.6691  0.0080
C  2.1994  -0.1819  -2.1285  0.0015
P  2.1969  -0.3035  -0.3228  -0.1291
Cr  -0.0996  -0.4096  0.0847  3.4054
P  -2.3349  -0.0993  -0.1837  -0.0961
C  -2.6000  -1.0134  -1.7413  0.0017
O  1.8511  2.0979  -3.0359  0.0011
O  -0.4322  2.5079  -2.3299  -0.0037
H  1.9483  -1.2787  -4.5949  -0.0005
H  -2.4033  -1.5563  -4.3766  -0.0003
H  -0.2698  -1.7401  -5.7269  0.0006
C  3.0043  -1.7202  0.4971  0.0284
C  3.2084  1.1264  0.1010  0.0110
H  -3.4004  -0.5098  -2.3018  -0.0023
H  -2.9416  -2.0275  -1.4773  -0.0039
H  2.1256  1.0905  -2.7973  0.0004
H  3.1398  -0.5218  -2.5911  -0.0022
C  -3.3609  -0.8447  1.0785  0.0181
C  -2.9858  1.5321  -0.5508  0.0094
H  0.2317  2.1210  -0.8909  0.0018
H  -0.6125  3.4303  -2.1404  -0.0004
H  0.5713  2.3855  -2.7224  0.0003
H  2.2133  2.3991  -3.8781  -0.0002
H  -0.1632  -1.9622  0.3968  -0.1987
H  -0.3406  1.3048  -0.5923  -0.0373
H  4.0451  -1.8214  0.1670  -0.0005
H  2.9878  -1.5770  1.5904  0.0057
H  2.4560  -2.6430  0.2736  0.0053
H  4.2655  0.9076  -0.0970  -0.0026
H  2.8886  1.9676  -0.5210  0.0005
H  3.0847  1.3842  1.1564  -0.0014
H  -4.0174  1.4259  -0.9045  -0.0018
H  -2.9665  2.1263  0.3682  -0.0006
H  -2.3530  2.0088  -1.3088  -0.0006
H  -4.4103  -0.8102  0.7642  0.0007
H  -3.0412  -1.8798  1.2453  0.0007
H  -3.2221  -0.2808  2.0091  0.0019
N  -0.0559  0.1265  1.9202  -0.1210
C  -0.2257  0.1519  3.1055  0.0996
N  -0.5817  0.0028  4.2955  0.0400
C  -0.1340  0.5875  5.3895  -0.0030
N  0.1896  1.0580  6.4115  0.0159